# 1
Density functional theory data (the ωB97M-V functional and the def2-TZVPD basis) for the ion C5H12N5 with charge +1.

The geometry in ORCA input format:
```
! RIJCOSX wB97M-V def2-TZVPD def2/J DEFGRID3
* xyz 1 1
H -1.13725 0.02434 1.81807
N 0.21548 1.19158 -0.86253
H -0.82904 1.48606 -2.72581
N 1.17767 -2.25435 1.41851
C 0.21634 1.20813 -2.36559
C -0.50964 0.00583 -0.39902
C -0.37801 2.47065 -0.47894
H 1.81338 -4.10409 2.14000
H 0.90259 1.88084 -2.73157
N -0.00824 -1.62658 1.51957
C -0.27469 -0.23516 1.08540
H 0.18313 3.30613 -0.68026
H -1.61325 0.21666 -0.55414
H 0.54767 0.18477 -2.81058
N -0.89768 -2.48147 2.05867
H -0.43419 2.54331 0.52463
C 0.99614 -3.41795 1.92723
H -0.18929 -0.87562 -0.98788
H -1.24682 2.53931 -1.10735
H 1.18979 1.12473 -0.47713
N -0.26993 -3.54029 2.32802
H 0.54585 0.35319 1.36070
*
```

Calculated values
DFT total energy = -471.15106 Eh
E_LUMO = -3.29 eV
highest occupied orbital energy = -13.6 eV
Kohn-Sham gap = 10.339 eV



# 2
Density functional theory data (the ωB97M-V functional and the def2-TZVPD basis) for the ion C5H12NO with charge -1.

The geometry in ORCA input format:
```
! RIJCOSX wB97M-V def2-TZVPD def2/J DEFGRID3
* xyz -1 1
H -1.03052 -1.01023 1.03205
H 0.19625 0.98517 1.51784
H -1.71731 0.74970 -1.13782
H 0.34617 -2.14928 0.05039
C 0.45170 0.52230 0.51302
H 1.75240 2.00434 -0.36754
C -0.68875 -0.48102 0.12325
H 2.12129 -0.78096 -0.15912
H -2.44382 -0.76346 -0.98334
H 1.25213 -1.24627 1.37230
C 0.78062 1.53567 -0.65590
C 1.64560 -0.36698 0.73755
H -0.94922 -2.08276 -0.82157
O -2.81081 0.73021 0.65759
H 0.75743 1.12865 -1.70182
C -2.03286 0.09889 -0.26902
H 2.45050 0.13530 1.28545
N -0.12193 -1.54051 -0.65221
H 0.04113 2.53124 -0.54112
*
```

Calculated values
DFT total energy = -327.62935 Eh
E_LUMO = 3.86 eV
highest occupied orbital energy = -2.4 eV
Kohn-Sham gap = 6.224 eV



# 3
Density functional theory data (the ωB97M-V functional and the def2-TZVPD basis) for the ion C5H12NO with charge -1.

The geometry in ORCA input format:
```
! RIJCOSX wB97M-V def2-TZVPD def2/J DEFGRID3
* xyz -1 1
H 0.24535 -0.99416 0.82475
H -0.63147 -1.04149 -0.82313
C -0.00342 -0.34580 -0.06515
H 2.58477 -0.87855 -2.07178
H 1.08713 0.88624 -1.44873
H 0.77607 -1.28870 -2.36002
H 2.13042 1.14843 0.80547
N -0.65083 0.92693 0.36701
H -2.46182 0.13984 -0.37159
C -2.36027 0.59176 0.67385
H 2.35698 -0.56151 0.92482
H -2.74471 1.56999 0.41248
O -2.49753 -0.11590 1.73188
C 1.20374 0.01138 -0.82370
H -0.76249 1.44861 -0.44040
C 2.33402 0.24050 0.18748
C 1.64065 -1.21873 -1.71552
H 1.74329 -2.14100 -1.12238
H 3.32416 0.47635 -0.29540
*
```

Calculated values
DFT total energy = -327.63343 Eh
E_LUMO = 3.85 eV
highest occupied orbital energy = -2.7 eV
Kohn-Sham gap = 6.588 eV



# 4
Density functional theory data (the ωB97M-V functional and the def2-TZVPD basis) for a cluster of 2 separate species, C5H12NO in total.

The geometry in ORCA input format:
```
! RIJCOSX wB97M-V def2-TZVPD def2/J DEFGRID3
* xyz -1 1
H -1.18434 -1.88389 0.33355
C -0.53434 -2.27289 -0.49215
H 2.07052 -0.28319 -0.37441
H 0.62546 0.59491 1.20548
C -0.67941 -3.78949 -0.50844
N 0.82911 -1.92119 -0.38015
H -0.89840 8.73605 2.01280
H -1.72186 -4.11491 -0.59612
H 1.73583 1.91476 -0.26536
H -0.21267 -4.22083 0.37953
C 0.16625 0.43239 0.17327
H -0.91060 0.37377 0.09763
H 0.88788 -0.27268 -1.72191
H -1.04882 -1.87212 -1.41111
C 1.04030 -0.54268 -0.64125
O 0.22025 2.82419 0.65291
H -0.14857 -4.19514 -1.37267
H -0.95113 8.65625 2.74808
C 0.71457 1.83667 0.16033
*
```

Calculated values
DFT total energy = -327.59304 Eh
E_LUMO = 3.82 eV
highest occupied orbital energy = -1.6 eV
Kohn-Sham gap = 5.414 eV



# 5
Density functional theory data (the ωB97M-V functional and the def2-TZVPD basis) for an isolated molecule of C5H12NO.

The geometry in ORCA input format:
```
! RIJCOSX wB97M-V def2-TZVPD def2/J DEFGRID3
* xyz 0 2
H -0.63336 -0.69434 -1.96691
N 0.75849 -1.26162 -0.70017
H -0.47953 2.60353 0.90622
C -0.86263 0.67639 1.80025
H -0.85897 1.27854 2.68492
H 0.95676 -1.50700 0.23577
H -1.28649 -0.96277 -0.39956
C -0.02803 1.53986 0.66903
O -0.05382 -0.58795 1.75211
C 1.43294 -1.76344 -1.64033
C -0.38257 1.00683 -0.77511
H 2.49671 -1.95983 -1.48341
H 0.56866 -0.76866 2.48169
H -1.83858 0.44059 1.38396
H 1.04528 1.43818 0.84036
H -1.44886 1.30563 -0.85698
H 0.12995 1.62774 -1.45576
C -0.49205 -0.49835 -0.91050
H 0.97610 -1.91334 -2.56558
*
```

Calculated values
DFT total energy = -327.56193 Eh
E_LUMO (alpha / beta) = 0.74 / 0.74 eV
highest occupied orbital energy (alpha / beta) = -5.1 / -9.7 eV
⟨S²⟩ = 0.75
Kohn-Sham gap (alpha / beta) = 5.801 / 10.411 eV



# 6
Density functional theory data (the ωB97M-V functional and the def2-TZVPD basis) for a cluster of 2 separate species, C5H12NO in total.

The geometry in ORCA input format:
```
! RIJCOSX wB97M-V def2-TZVPD def2/J DEFGRID3
* xyz 1 1
O -0.56677 -1.07966 1.54660
H 0.06761 -2.78985 2.68848
H -1.15479 -3.10582 1.37207
N 0.25420 0.86847 0.14502
H -1.15504 2.13428 -0.66267
C -0.60086 -2.24134 1.83908
H -1.62532 0.32803 -0.78974
C 0.65561 0.88815 1.33904
C 1.09403 0.47798 -0.95316
H 0.92462 -1.75159 -1.32045
H 1.68246 0.66913 1.52991
H 1.34700 -0.63246 -2.62778
H 2.14181 0.24974 -0.62147
C 0.64789 -0.71299 -1.81006
H -0.45266 -0.75821 -2.24098
H -1.67835 1.03587 0.67619
H 0.08116 1.26381 2.16620
H 1.08009 1.40320 -1.53028
C -1.10383 1.13587 -0.30361
*
```

Calculated values
DFT total energy = -327.36479 Eh
E_LUMO = -3.93 eV
highest occupied orbital energy = -14.4 eV
Kohn-Sham gap = 10.422 eV



# 7
Density functional theory data (the ωB97M-V functional and the def2-TZVPD basis) for the ion C5H12NO with charge +1.

The geometry in ORCA input format:
```
! RIJCOSX wB97M-V def2-TZVPD def2/J DEFGRID3
* xyz 1 1
H 3.15862 1.55990 0.17123
C 2.94845 0.47685 0.02149
H -0.00241 -0.24198 1.86624
H -2.17814 0.81860 1.47303
N -1.93337 0.79897 0.43931
H 0.13431 -1.33563 -1.33054
H -2.07865 1.66577 0.04800
H 3.76015 -0.07970 -0.41076
H 0.59783 1.33708 1.43632
C -0.49252 0.26952 -0.08848
C -0.72888 -1.05803 -0.72335
C 0.54150 0.40437 1.02412
H -2.55283 0.23942 -0.02738
H -1.78601 -1.64473 -2.28624
H 1.84416 -1.29547 0.33727
H -0.22127 1.10274 -0.86157
H -0.99674 -1.91648 -0.00253
O -1.91314 -0.93718 -1.66192
C 1.89894 -0.16401 0.57576
*
```

Calculated values
DFT total energy = -327.38565 Eh
E_LUMO = -3.35 eV
highest occupied orbital energy = -13.7 eV
Kohn-Sham gap = 10.325 eV



# 8
Density functional theory data (the ωB97M-V functional and the def2-TZVPD basis) for the ion C5H12NO with charge +1.

The geometry in ORCA input format:
```
! RIJCOSX wB97M-V def2-TZVPD def2/J DEFGRID3
* xyz 1 1
C 1.65651 -0.94799 -1.89993
H 2.45784 -0.07321 -0.08688
H 1.80860 -1.78531 0.19357
H -0.33632 0.15576 2.08012
H 2.05077 -0.02300 -2.30360
N 0.40032 -0.23491 1.59693
H 1.26573 -0.49698 1.99737
H 0.70298 -1.03754 -2.27090
H -2.55247 1.67708 -0.14780
C 0.32460 -0.22812 0.31515
C -2.16198 0.82376 0.45382
H -2.32373 1.17675 2.38681
H -0.54991 1.56831 -0.44328
H -1.17706 0.12301 -1.28759
C -0.83517 0.53512 -0.32028
H -2.84634 0.01049 0.62002
H 2.17976 -1.77277 -2.28706
O -1.67954 1.30781 1.72144
C 1.61541 -0.77826 -0.31790
*
```

Calculated values
DFT total energy = -327.42577 Eh
E_LUMO = -4.38 eV
highest occupied orbital energy = -15.2 eV
Kohn-Sham gap = 10.783 eV



# 9
Density functional theory data (the ωB97M-V functional and the def2-TZVPD basis) for a cluster of 2 separate species, C5H12NO in total.

The geometry in ORCA input format:
```
! RIJCOSX wB97M-V def2-TZVPD def2/J DEFGRID3
* xyz 1 1
H 3.07707 0.14643 0.24633
H -0.65042 0.63777 -0.57322
H -1.16632 -1.82560 0.99819
H -3.20756 1.31703 -2.96516
H -2.34653 0.40182 -3.90215
C 2.91086 0.52649 1.26272
C -1.85978 -1.61483 -0.81725
H 0.36927 -0.58324 2.06480
C 0.48174 0.05584 1.20167
N -1.33460 -1.15253 0.25489
H 1.36074 1.90343 0.53810
C 1.49898 1.14654 1.29740
H 2.93065 -0.42605 1.82056
H 1.36748 1.58316 2.28411
C -0.38384 -0.03183 0.22055
H 3.69364 1.16069 1.66089
H -2.13025 -2.66058 -0.83035
O -2.69563 0.50491 -2.99952
H -1.91549 -1.08947 -1.76254
*
```

Calculated values
DFT total energy = -327.40714 Eh
E_LUMO = -4.95 eV
highest occupied orbital energy = -14.2 eV
Kohn-Sham gap = 9.237 eV



# 10
Density functional theory data (the ωB97M-V functional and the def2-TZVPD basis) for the ion C5H12NO with charge +1.

The geometry in ORCA input format:
```
! RIJCOSX wB97M-V def2-TZVPD def2/J DEFGRID3
* xyz 1 1
H 1.04933 -0.68829 -2.03468
H 0.79170 -2.40484 -1.06197
H -1.55708 -2.29499 0.25316
H -0.65255 0.42951 -1.87499
H -1.50034 0.86611 -0.51892
N 0.18011 -0.37975 -0.19757
H 0.56853 2.98586 0.66598
H 1.61618 1.93157 1.58728
C -1.48484 -1.36654 0.92370
H 1.60782 1.13727 -1.01406
C 0.65460 1.94768 0.98896
H 2.13573 -1.16789 -0.66977
C -0.52091 0.65147 -0.89448
C 1.04496 -1.23112 -0.97301
C 0.71812 1.10881 -0.24099
O -0.25768 -0.83053 1.00972
H -0.17312 1.64768 1.55798
H -2.31636 -0.66522 0.57054
H -1.90420 -1.67678 1.92313
*
```

Calculated values
DFT total energy = -327.29934 Eh
E_LUMO = -2.80 eV
highest occupied orbital energy = -15.5 eV
Kohn-Sham gap = 12.690 eV



# 11
Density functional theory data (the ωB97M-V functional and the def2-TZVPD basis) for the ion C5H12NO with charge +1.

The geometry in ORCA input format:
```
! RIJCOSX wB97M-V def2-TZVPD def2/J DEFGRID3
* xyz 1 1
C 0.34041 -0.20821 0.65952
N -0.79748 0.05232 -1.54557
H -1.62259 0.97170 0.86327
H -1.56206 -0.55200 -1.23502
H 0.44783 -2.37549 0.92228
H -0.43666 0.98134 2.30321
H -0.66095 -0.03873 -2.56920
C 0.52112 -0.21998 -0.89460
C -0.15246 -1.51810 1.23744
C 1.45502 0.90621 -1.27176
H 1.31579 0.09742 1.06797
H 2.51597 0.83203 -1.05038
H -0.25517 1.94958 0.93365
H -1.11300 1.00701 -1.04221
H -0.20264 -1.65084 2.33105
H -1.20274 -1.86331 1.11119
O 1.03013 1.86376 -1.87646
C -0.58097 0.94698 1.23179
H 0.96045 -1.18170 -1.17617
*
```

Calculated values
DFT total energy = -327.41421 Eh
E_LUMO = -3.66 eV
highest occupied orbital energy = -14.9 eV
Kohn-Sham gap = 11.220 eV



# 12
Density functional theory data (the ωB97M-V functional and the def2-TZVPD basis) for the ion C5H12NO2 with charge -1.

The geometry in ORCA input format:
```
! RIJCOSX wB97M-V def2-TZVPD def2/J DEFGRID3
* xyz -1 1
H -0.36276 -1.25428 0.20963
C -2.54063 -1.25585 0.99491
H 1.98097 -0.36221 -1.94680
H 3.43693 0.60899 -1.27249
O -2.05743 -1.53155 2.21106
H 0.37745 0.79692 1.45503
C 0.46113 0.60590 0.38223
H -3.65606 -1.11202 0.95410
H 0.87567 1.54535 -1.94325
H 0.30236 1.56718 -0.10333
H -2.51951 0.34022 -0.47643
N -0.55221 -0.30190 -0.06800
O 1.83303 1.66085 -1.83991
C 2.37161 0.43474 -1.31657
C -1.90457 0.00948 0.37959
H -1.96692 0.77745 1.16884
H 2.54916 0.46661 0.82099
H 1.82500 -1.01810 0.07280
H -2.31620 -2.04854 0.23028
C 1.86298 0.07077 0.08731
*
```

Calculated values
DFT total energy = -402.90320 Eh
E_LUMO = 3.48 eV
highest occupied orbital energy = -2.4 eV
Kohn-Sham gap = 5.870 eV



# 13
Density functional theory data (the ωB97M-V functional and the def2-TZVPD basis) for a cluster of 2 separate species, C5H12NO2Se in total.

The geometry in ORCA input format:
```
! RIJCOSX wB97M-V def2-TZVPD def2/J DEFGRID3
* xyz 1 1
H 4.71417 -0.63607 -1.38917
C -0.99536 0.26291 -0.19129
H 5.43248 -0.22471 0.18727
H -2.05388 -2.83857 -0.44836
H -1.00615 3.28496 0.95340
C -1.79338 -0.86654 0.01905
N -1.48466 -2.01982 -0.58994
H -3.71691 -0.10125 0.51257
H -0.67160 -2.08111 -1.18002
H 4.55951 -1.76254 -0.01595
H -2.67984 -0.39087 1.88869
C 4.60274 -0.71767 -0.31165
H 0.48308 2.39277 0.55047
O 0.07824 0.17104 -0.97511
C -2.97239 -0.78554 0.91685
H -3.42615 -1.76297 1.04793
H -0.63036 2.95330 -0.75001
Se 2.96551 0.14798 0.21675
O -1.34473 1.38509 0.42337
C -0.56320 2.56239 0.27081
H 0.50285 1.02722 -1.13564
*
```

Calculated values
DFT total energy = -2804.06781 Eh
E_LUMO (alpha / beta) = -4.81 / -5.26 eV
highest occupied orbital energy (alpha / beta) = -11.6 / -11.9 eV
Kohn-Sham gap (alpha / beta) = 6.745 / 6.670 eV



Listing maximum force for the structures above in their given order: 3.7, 3.8, 3.7, 3.1, 6.7, 4.7, 4.9, 3.0, 2.2, 6.0, 3.3, 1.7, 1.3 eV/Å.
Listing M for the structures above in their given order: 142.2, 102.2, 102.2, 102.2, 102.2, 102.2, 102.2, 102.2, 102.2, 102.2, 102.2, 118.2, 197.1 g/mol.